ORCA calculation (ωB97M-V/def2-TZVPD) on one molecule with the formula C19H20N2O5S.

F_max: 1.07 eV Å⁻¹
spin multiplicity: 1
energy above the lowest of the compared OMol25 structures with the same formula, charge and spin: 17.1 kcal per mole
frontier orbital gap: 9.410 eV
SMILES string: Cn1c(=O)oc2cc(S(=O)(=O)CCC(=O)NCCc3ccccc3)ccc21
lowest unoccupied orbital energy: 0.60 eV
charge: 0

Last columns: bonded neighbours and bond lengths (Å).
Positions of all 47 atoms, in Å:
1 C 5.04764 3.18548 0.44325  N2 1.437, H45 1.091, H46 1.091, H47 1.089
2 N 4.87930 1.78613 0.16570  C1 1.437, C3 1.374, C10 1.381
3 C 3.70700 1.06893 0.16350  N2 1.374, C4 1.384, C8 1.405
4 C 2.38944 1.42014 0.40216  C3 1.384, C5 1.387, H44 1.077
5 C 1.43974 0.41346 0.31167  C4 1.387, C6 1.385, H43 1.079
6 C 1.81423 -0.88169 -0.00646  C5 1.385, C7 1.387, S13 1.798
7 C 3.12761 -1.25313 -0.25198  C6 1.387, C8 1.377, H12 1.077
8 C 4.06614 -0.25033 -0.15990  C3 1.405, C7 1.377, O9 1.364
9 O 5.41598 -0.31087 -0.34555  C8 1.364, C10 1.363
10 C 5.92392 0.93770 -0.14624  N2 1.381, O9 1.363, O11 1.196
11 O 7.08004 1.23330 -0.23312  C10 1.196
12 H 3.37047 -2.27450 -0.49059  C7 1.077
13 S 0.54198 -2.14872 -0.09505  C6 1.798, O14 1.439, O15 1.441, C16 1.838
14 O 1.17070 -3.40142 -0.42244  S13 1.439
15 O -0.24018 -2.10916 1.11406  S13 1.441
16 C -0.54028 -1.67042 -1.50156  S13 1.838, C17 1.514, H41 1.085, H42 1.087
17 C -1.97653 -1.74782 -1.02844  C16 1.514, H18 1.090, C19 1.527, H40 1.094
18 H -2.18901 -2.74688 -0.64911  C17 1.090
19 C -2.19432 -0.69920 0.06067  C17 1.527, O20 1.217, N21 1.341
20 O -1.67721 0.40036 -0.00160  C19 1.217
21 N -3.03113 -1.06780 1.04144  C19 1.341, H22 1.006, C23 1.442
22 H -3.37160 -2.01418 1.07600  N21 1.006
23 C -3.41624 -0.17901 2.11010  N21 1.442, H24 1.093, H25 1.092, C26 1.538
24 H -3.24961 -0.66822 3.07353  C23 1.093
25 H -2.77070 0.69822 2.03336  C23 1.092
26 C -4.88857 0.24273 1.96603  C23 1.538, C27 1.502, H38 1.092, H39 1.091
27 C -5.08871 0.90037 0.63027  C26 1.502, C28 1.388, C32 1.388
28 C -5.48498 0.15435 -0.47149  C27 1.388, C29 1.384, H37 1.081
29 C -5.59518 0.74240 -1.71911  C28 1.384, C30 1.384, H36 1.081
30 C -5.30774 2.08632 -1.87990  C29 1.384, C31 1.384, H35 1.080
31 C -4.91354 2.83862 -0.78666  C30 1.384, C32 1.383, H34 1.080
32 C -4.80288 2.24817 0.45867  C27 1.388, C31 1.383, H33 1.081
33 H -4.48852 2.83745 1.30806  C32 1.081
34 H -4.68740 3.88796 -0.90662  C31 1.080
35 H -5.39040 2.54570 -2.85388  C30 1.080
36 H -5.90469 0.14953 -2.56806  C29 1.081
37 H -5.71286 -0.89612 -0.35231  C28 1.081
38 H -5.52785 -0.63829 2.05346  C26 1.092
39 H -5.13490 0.93199 2.77465  C26 1.091
40 H -2.65948 -1.52138 -1.85211  C17 1.094
41 H -0.31608 -2.35906 -2.30988  C16 1.085
42 H -0.27841 -0.65076 -1.77126  C16 1.087
43 H 0.39536 0.62786 0.48039  C5 1.079
44 H 2.11125 2.43149 0.64823  C4 1.077
45 H 4.71066 3.41599 1.45518  C1 1.091
46 H 4.48288 3.78567 -0.27194  C1 1.091
47 H 6.10947 3.40967 0.35142  C1 1.089